No. 1
Molecular formula: C35H47GeN4OPPtSe
Method: DFT, wB97M-V/def2-TZVPD

Atoms and positions in Å:
Pt 0.360 0.934 -0.570
C -2.764 6.008 3.369
C -3.521 4.847 3.396
C -3.025 3.672 2.858
C -1.752 3.666 2.296
C -0.990 4.831 2.276
C -1.495 6.001 2.813
P -1.118 2.290 1.277
C -2.044 0.814 1.805
C -2.339 -0.184 0.878
C -2.981 -1.337 1.288
C -3.310 -1.515 2.624
C -2.951 -0.559 3.561
C -2.315 0.601 3.158
C -1.820 2.773 -0.332
C -2.749 3.784 -0.549
C -3.133 4.043 -1.852
C -2.591 3.308 -2.892
C -1.669 2.295 -2.662
C -1.235 2.041 -1.369
H -3.172 6.923 3.770
H -4.514 4.859 3.818
H -3.638 2.782 2.845
H -0.014 4.824 1.808
H -0.908 6.906 2.783
H -2.071 -0.036 -0.169
H -3.249 -2.090 0.561
H -3.842 -2.401 2.932
H -3.170 -0.722 4.606
H -2.032 1.341 3.896
H -3.161 4.349 0.275
H -3.854 4.821 -2.054
H -2.878 3.529 -3.908
H -1.295 1.754 -3.518
C 1.803 -1.946 5.518
Ge 1.427 -2.017 3.582
C -0.179 -3.139 3.235
C 3.019 -2.757 2.637
C 1.141 -0.123 2.909
Se 1.937 0.421 1.208
C 2.387 2.242 1.700
H 1.947 -2.963 5.871
H 0.980 -1.510 6.078
H 2.707 -1.382 5.731
H 0.111 -4.185 3.215
H -0.700 -2.895 2.316
H -0.878 -3.013 4.055
H 2.899 -3.818 2.436
H 3.879 -2.654 3.291
H 3.247 -2.236 1.709
H 1.606 0.533 3.643
H 0.076 0.107 2.873
H 3.285 2.239 2.316
H 1.546 2.663 2.252
H 2.554 2.825 0.795
C 0.780 -4.124 -2.727
C 0.529 -2.603 -2.785
N 0.927 -1.968 -1.538
C 0.255 -2.612 -0.428
C 0.742 -4.073 -0.292
N 1.558 -4.393 -1.491
C 2.793 -3.572 -1.501
C 2.362 -2.092 -1.373
H 1.344 -4.468 -3.597
H -0.152 -4.686 -2.688
H -0.523 -2.401 -2.981
H 1.095 -2.159 -3.601
H -0.819 -2.570 -0.610
H 0.473 -2.046 0.483
H -0.093 -4.771 -0.237
H 1.361 -4.199 0.598
H 1.812 -5.384 -1.467
H 3.325 -3.756 -2.436
H 3.437 -3.870 -0.672
H 2.858 -1.482 -2.128
H 2.629 -1.696 -0.388
N -0.155 -0.062 -7.053
C 0.142 -0.601 -5.866
O -0.276 -1.677 -5.485
C 1.044 0.211 -4.979
C 2.269 0.728 -5.380
C 3.054 1.382 -4.443
C 2.589 1.501 -3.143
N 1.436 0.974 -2.749
C 0.685 0.349 -3.643
H -0.766 -0.566 -7.675
H 0.160 0.848 -7.338
H 2.618 0.587 -6.390
H 4.015 1.789 -4.711
H 3.175 2.011 -2.391
H -0.236 -0.089 -3.283

For the total energy, the calculation gives -6594.62960 hartree. The HOMO-LUMO gap is 6.5 eV. As for the total charge: +2.

Results of the Löwdin charge analysis, in e, for atoms 1 through 6: number 1, Pt, carries 0.662; number 2, C, carries -0.053; number 3, C, carries -0.054; number 4, C, carries -0.091; number 5, C, carries -0.367; number 6, C, carries -0.101

=====

No. 2
Molecular formula: C35H47N4Y
Method: DFT, wB97M-V/def2-TZVPD

Atoms and positions in Å:
Y -0.664 -0.289 0.284
C -1.701 0.205 3.501
N -2.084 0.757 2.190
C -1.759 2.194 2.097
C -0.269 2.372 2.215
C 0.272 3.407 2.945
C 1.651 3.478 3.098
C 2.439 2.489 2.538
C 1.824 1.490 1.813
N 0.494 1.427 1.635
C -3.513 0.510 1.954
C -3.906 0.775 0.524
C -5.191 1.176 0.216
C -5.535 1.380 -1.111
C -4.573 1.196 -2.091
C -3.312 0.803 -1.706
N -2.972 0.583 -0.424
C -1.476 -1.286 3.448
C -1.652 -2.059 4.580
C -1.389 -3.418 4.523
C -0.968 -3.975 3.326
C -0.820 -3.144 2.240
N -1.061 -1.820 2.289
H -2.457 0.438 4.255
H -0.777 0.678 3.830
H -2.257 2.774 2.879
H -2.112 2.568 1.135
H -0.378 4.140 3.403
H 2.098 4.284 3.669
H 3.515 2.488 2.650
H 2.404 0.714 1.343
H -4.128 1.116 2.625
H -3.720 -0.536 2.193
H -5.911 1.330 1.010
H -6.539 1.690 -1.375
H -4.789 1.358 -3.140
H -2.533 0.661 -2.442
H -1.996 -1.596 5.497
H -1.520 -4.038 5.401
H -0.760 -5.032 3.231
H -0.489 -3.542 1.289
C 2.371 0.533 -1.147
C 2.061 -0.829 -1.077
C 0.704 -1.013 -1.556
C 0.253 0.347 -1.884
C 1.280 1.262 -1.663
C 1.271 2.733 -2.012
C -0.106 3.184 -2.492
C 2.295 2.932 -3.146
C 1.686 3.592 -0.813
C 0.099 -2.155 -2.425
C -1.400 -1.879 -2.636
C 0.767 -2.186 -3.803
C 0.165 -3.552 -1.800
C 3.032 -1.838 -0.453
C 4.261 -1.132 0.143
C 3.570 -2.815 -1.511
C 2.360 -2.585 0.706
H 3.314 0.972 -0.845
H -0.547 0.549 -2.583
H -0.393 2.687 -3.424
H -0.099 4.260 -2.683
H -0.879 2.984 -1.739
H 2.071 2.285 -3.999
H 3.311 2.705 -2.807
H 2.275 3.971 -3.489
H 0.935 3.556 -0.017
H 1.792 4.635 -1.123
H 2.647 3.269 -0.404
H -1.588 -1.033 -3.296
H -1.939 -1.707 -1.688
H -1.879 -2.750 -3.088
H 0.691 -1.206 -4.285
H 0.287 -2.926 -4.455
H 1.827 -2.440 -3.725
H -0.392 -3.590 -0.851
H 1.177 -3.901 -1.613
H -0.303 -4.276 -2.473
H 4.843 -0.611 -0.622
H 4.917 -1.879 0.595
H 4.000 -0.417 0.927
H 4.049 -2.263 -2.323
H 2.804 -3.453 -1.948
H 4.324 -3.465 -1.059
H 2.035 -1.870 1.475
H 3.068 -3.267 1.188
H 1.499 -3.165 0.386

For the total energy, the calculation gives -1618.86354 hartree. The HOMO-LUMO gap is 7.4 eV. As for the total charge: +2.

Results of the Löwdin charge analysis, in e, for atoms 1 through 6: number 1, Y, carries 1.716; number 2, C, carries -0.109; number 3, N, carries -0.242; number 4, C, carries -0.102; number 5, C, carries -0.288; number 6, C, carries 0.010

=====

No. 3
Molecular formula: C35H48BCl3F4MoN3O3S2
Method: DFT, wB97M-V/def2-TZVPD

Atoms and positions in Å:
Mo 0.472 -0.111 0.299
Cl 7.337 2.754 -1.838
C 5.845 2.033 -1.347
C 5.828 1.168 -0.268
C 4.628 0.600 0.122
Cl 4.628 -0.466 1.476
C 3.432 0.867 -0.558
O 2.273 0.315 -0.172
C 3.495 1.752 -1.641
Cl 2.061 2.174 -2.503
C 4.686 2.334 -2.037
H 6.734 0.937 0.271
H 4.702 3.017 -2.875
C -1.285 0.764 6.405
C -0.287 0.902 5.288
C 0.626 1.950 5.270
C 1.552 2.085 4.238
C 2.534 3.227 4.230
C 1.546 1.152 3.212
C 0.641 0.091 3.207
C -0.263 -0.030 4.255
N 0.643 -0.767 2.065
C 0.783 -2.266 2.166
C 0.716 -2.805 3.592
C -0.322 -2.913 1.324
C 2.140 -2.655 1.570
H -1.507 1.728 6.862
H -0.896 0.109 7.188
H -2.219 0.330 6.050
H 0.614 2.678 6.076
H 3.154 3.224 5.127
H 2.020 4.191 4.205
H 3.199 3.173 3.367
H 2.270 1.236 2.413
H -1.008 -0.813 4.239
H -0.299 -2.815 3.987
H 1.352 -2.240 4.272
H 1.072 -3.836 3.576
H -1.315 -2.582 1.622
H -0.263 -3.998 1.417
H -0.204 -2.695 0.249
H 2.959 -2.333 2.207
H 2.302 -2.212 0.582
H 2.192 -3.740 1.456
C 0.986 -4.961 -3.771
C 0.566 -4.080 -4.941
C 0.266 -2.646 -4.529
N -0.884 -2.627 -3.625
C -1.116 -1.754 -2.662
S -0.036 -0.445 -2.416
N -2.214 -1.893 -1.868
C -3.158 -2.941 -1.757
O -3.595 -3.198 -0.665
C -3.628 -3.630 -2.991
C -3.799 -5.011 -2.960
C -4.272 -5.668 -4.085
C -4.598 -4.945 -5.225
C -4.447 -3.564 -5.250
C -3.950 -2.905 -4.137
H 1.214 -5.973 -4.103
H 0.201 -5.034 -3.016
H 1.878 -4.561 -3.285
H -0.308 -4.505 -5.447
H 1.359 -4.045 -5.690
H 0.047 -2.023 -5.399
H 1.111 -2.202 -4.008
H -1.584 -3.336 -3.795
H -2.193 -1.299 -1.039
H -3.569 -5.554 -2.052
H -4.400 -6.742 -4.068
H -4.976 -5.460 -6.098
H -4.721 -3.003 -6.133
H -3.824 -1.828 -4.149
F -3.134 1.572 2.119
B -3.374 0.337 1.701
F -4.025 0.163 0.565
F -3.070 -0.687 2.473
F -1.464 -0.409 0.274
C 0.890 6.442 2.101
C 0.912 5.358 1.030
C -0.030 4.217 1.400
S -0.043 2.941 0.132
O -0.093 1.648 1.007
C -1.714 3.049 -0.511
C -1.926 4.302 -1.356
C -1.000 4.393 -2.565
H 1.582 7.246 1.853
H 1.179 6.039 3.073
H -0.105 6.877 2.203
H 1.923 4.963 0.907
H 0.623 5.781 0.064
H -1.054 4.559 1.561
H 0.298 3.681 2.295
H -2.380 2.992 0.351
H -1.825 2.136 -1.103
H -1.831 5.193 -0.728
H -2.967 4.278 -1.683
H 0.039 4.564 -2.279
H -1.300 5.213 -3.216
H -1.032 3.470 -3.150

For the total energy, the calculation gives -4422.01315 hartree. The HOMO-LUMO gap (spin up / spin down) is 7.1 / 7.1 eV. As for the total charge: +1.

Results of the Löwdin charge analysis, in e, for atoms 1 through 6: number 1, Mo, carries 1.621; number 2, Cl, carries 0.709; number 3, C, carries -0.663; number 4, C, carries -0.120; number 5, C, carries -0.565; number 6, Cl, carries 0.792

=====

No. 4
Molecular formula: C35H48BiF3INO7PSi
Method: DFT, wB97M-V/def2-TZVPD

Atoms and positions in Å:
Bi 0.930 -0.233 -0.388
O -0.853 0.294 1.847
C 0.329 0.646 2.726
C 0.096 1.327 4.001
C -0.490 2.510 4.421
C -0.263 2.908 5.731
C 0.530 2.169 6.592
C 1.130 0.983 6.161
C 0.905 0.564 4.875
P 1.241 -0.696 3.498
C 0.333 -2.097 4.229
C -0.955 -1.774 4.658
C -1.807 -2.756 5.116
C -1.387 -4.079 5.154
C -0.110 -4.399 4.730
C 0.754 -3.419 4.267
C 3.042 -0.438 3.647
C 3.697 0.230 2.622
C 5.063 0.440 2.691
C 5.772 -0.007 3.794
C 5.109 -0.632 4.840
C 3.745 -0.842 4.775
H -1.106 3.117 3.772
H -0.716 3.825 6.087
H 0.689 2.518 7.603
H 1.737 0.413 6.852
H -1.290 -0.748 4.612
H -2.807 -2.495 5.426
H -2.060 -4.850 5.502
H 0.219 -5.429 4.741
H 1.743 -3.678 3.923
H 3.126 0.568 1.767
H 5.573 0.929 1.874
H 6.843 0.133 3.840
H 5.664 -0.966 5.704
H 3.217 -1.338 5.574
F -2.236 0.921 0.307
C -1.503 1.291 1.368
F -0.752 2.346 0.958
F -2.414 1.845 2.212
N 3.306 -3.063 2.549
C 2.310 -2.731 1.600
O 1.561 -1.639 1.861
C 2.136 -3.519 0.538
I 3.285 -0.765 -1.526
H 3.906 -2.279 2.769
H 3.862 -3.838 2.209
H 1.390 -3.355 -0.206
H 2.804 -4.343 0.371
C -0.482 3.994 -2.666
C -1.893 3.470 -2.936
C -2.879 4.118 -1.957
C -2.302 3.770 -4.385
O -1.970 2.079 -2.729
Si -0.919 0.876 -3.058
O 0.367 0.846 -2.112
O -1.755 -0.497 -2.833
C -3.058 -0.851 -3.233
C -3.388 -0.281 -4.613
C -4.057 -0.325 -2.198
C -3.106 -2.383 -3.293
O -0.458 1.104 -4.622
C 0.699 0.602 -5.274
C 0.497 0.822 -6.779
C 1.922 1.387 -4.786
C 0.878 -0.889 -4.988
H -0.434 5.069 -2.824
H 0.224 3.499 -3.325
H -0.207 3.768 -1.640
H -2.899 5.195 -2.107
H -2.568 3.911 -0.937
H -3.878 3.713 -2.097
H -2.204 4.832 -4.607
H -3.337 3.471 -4.548
H -1.665 3.196 -5.051
H -3.417 0.802 -4.559
H -4.349 -0.655 -4.958
H -2.613 -0.567 -5.318
H -3.900 0.741 -2.073
H -3.886 -0.805 -1.237
H -5.077 -0.517 -2.522
H -2.345 -2.744 -3.979
H -4.084 -2.724 -3.625
H -2.899 -2.795 -2.311
H 0.338 1.878 -6.981
H -0.372 0.270 -7.125
H 1.377 0.484 -7.319
H 1.849 2.427 -5.101
H 2.844 0.956 -5.163
H 1.936 1.351 -3.701
H 0.027 -1.446 -5.373
H 0.927 -1.051 -3.915
H 1.791 -1.261 -5.444
C -0.954 -2.489 -0.362
O 0.114 -2.016 -1.119
H -1.277 -3.435 -0.808
H -1.795 -1.787 -0.361
H -0.660 -2.679 0.680

For the total energy, the calculation gives -3386.94003 hartree. The HOMO-LUMO gap is 6.5 eV. As for the total charge: -1.

Results of the Löwdin charge analysis, in e, for atoms 1 through 6: number 1, Bi, carries 1.431; number 2, O, carries -0.053; number 3, C, carries -0.243; number 4, C, carries -0.269; number 5, C, carries -0.042; number 6, C, carries -0.110

=====

Across the entries above, relative energy (zero: lowest compared OMol25 entry of this formula, charge and spin) takes the values 0.00; 32.30; 24.90; 0.00 kcal per mole, respectively.